No. 1
C12H30N3O9S4 | ωB97M-V/def2-TZVPD

```
58
Properties=species:S:1:pos:R:3:forces:R:3
C -4.902 0.808 -3.205 0.2 0.3 -0.4
H 5.504 2.782 1.177 -0.3 0.1 -0.3
H 5.236 4.756 0.101 0.2 -0.1 -0.2
C 0.680 0.371 -2.817 0.1 0.2 -0.1
H -5.430 1.711 -2.907 -0.1 -0.1 0.2
H -3.836 0.989 -3.060 0.0 -0.1 0.1
H -4.101 -5.112 4.630 0.0 0.0 0.0
H 5.795 2.656 2.900 0.1 -0.3 0.2
H -1.970 -1.135 2.029 0.0 0.0 0.0
O -3.446 -4.309 2.275 -0.3 -0.1 -0.1
O 3.354 1.970 -2.625 -0.1 0.1 0.0
O 3.285 1.286 -0.244 -0.2 0.2 0.2
O 2.889 -0.372 -2.003 0.1 -0.1 -0.2
C -3.109 -3.303 5.289 -0.3 -0.2 0.4
C 5.269 0.435 -1.745 0.2 0.0 0.0
H 0.947 0.090 -3.836 0.0 -0.1 0.0
H -0.391 0.214 -2.672 0.0 -0.1 0.0
O -3.170 -1.299 -1.966 0.2 -0.1 -0.2
H -3.813 -5.023 6.366 0.1 0.1 0.0
H 0.881 1.436 -2.710 0.0 0.0 0.0
C 4.833 5.206 1.005 -0.2 -0.1 0.2
H 5.404 0.045 -2.751 0.0 0.0 0.0
H -2.428 -3.001 6.081 0.1 0.1 -0.1
H -4.886 -3.254 -0.676 0.0 0.0 0.0
H -6.279 0.271 -4.775 0.0 0.1 0.0
H -4.669 -0.402 -4.987 0.0 0.0 0.0
O -4.914 -2.379 -3.370 0.2 -0.1 -0.1
S -4.547 -1.581 -2.242 -0.3 0.1 0.4
C -2.113 -2.155 1.684 0.0 0.0 0.0
S 7.889 3.188 -1.805 0.1 -0.2 -0.2
C 1.467 -0.445 -1.811 -0.5 0.0 0.1
H 5.947 1.279 -1.590 -0.2 0.1 0.1
H -4.936 1.313 -5.292 0.0 0.1 0.1
C -5.216 0.477 -4.651 0.0 -0.2 0.0
C -5.289 -2.250 -0.799 0.0 0.0 0.1
N 5.306 4.559 2.217 -0.5 0.0 0.0
S -3.289 -2.958 2.717 0.6 0.3 -0.1
O -2.446 -2.933 4.062 0.1 -0.1 -0.1
C 6.004 3.271 2.029 0.4 0.5 -0.2
H 1.226 -0.152 -0.787 0.1 0.1 0.0
H -2.476 -5.364 5.247 0.0 0.0 0.1
H -1.182 -2.716 1.713 0.0 0.0 0.0
O -5.346 -0.210 -2.280 -0.1 0.0 0.0
H -2.518 -2.160 0.673 0.0 0.0 0.0
H -4.022 -2.715 5.400 0.0 0.0 -0.1
H 1.215 -1.500 -1.916 0.2 -0.1 0.0
H 3.747 5.122 0.930 -0.2 0.1 -0.1
H 5.449 -0.331 -0.996 -0.1 0.0 0.0
H 5.075 6.266 0.971 0.1 0.2 0.1
H 5.864 5.176 2.786 0.3 -0.1 -0.1
H -5.027 -1.629 0.054 -0.1 0.0 0.0
O -4.436 -2.115 2.881 -0.3 -0.1 0.0
C -3.391 -4.789 5.388 0.0 -0.1 -0.2
S 3.613 1.004 -1.604 0.3 -0.3 -0.1
N 7.805 4.202 0.793 -0.5 -1.2 -0.5
N 7.420 3.298 1.949 0.4 0.1 1.2
H -6.366 -2.298 -0.936 0.0 0.0 0.0
C 7.838 3.708 -0.290 0.2 1.0 -0.2
```
Forces are in eV/Å.

Total energy   -79166.26226 eV
Net charge   -1



No. 2
C14H25ClFNO22PS5 | ωB97M-V/def2-TZVPD

```
70
Properties=species:S:1:pos:R:3:forces:R:3
O 7.961 6.148 -0.865 -0.1 0.1 -0.2
O 0.301 1.307 6.133 -0.3 0.2 0.0
C -4.818 -4.680 -3.304 0.1 0.1 0.5
C 2.652 3.465 5.290 0.1 -0.2 -0.5
H -4.844 -6.519 -2.138 -0.3 0.0 0.0
S -7.055 -5.103 -4.317 0.3 -0.2 0.2
C 5.685 3.893 -2.172 0.0 -0.3 -0.5
H -0.859 3.080 2.211 0.2 -0.3 -0.5
H -0.917 -0.447 1.304 1.3 0.6 0.7
Cl -2.416 2.611 -0.123 1.2 0.4 0.4
F 3.517 1.819 -0.985 -1.1 0.6 -0.1
C 0.809 2.200 0.344 0.2 -0.3 -1.5
O 8.020 5.924 -3.341 0.1 0.0 0.2
O -8.082 -4.333 -3.715 0.0 -0.1 -0.1
H -1.054 0.343 4.040 -0.8 -1.7 -0.4
H 2.328 -5.282 2.808 -0.1 0.1 0.2
H -3.384 1.479 -4.570 0.2 0.0 0.2
H 2.296 -3.188 1.570 0.0 -0.1 0.0
C 2.442 1.010 -0.894 -0.2 1.1 -0.3
H 4.742 3.684 -1.675 0.0 0.3 0.1
O 6.003 5.281 -2.073 0.4 -0.1 0.3
S -0.380 -3.232 2.722 0.7 -0.9 -0.2
O 2.239 2.786 6.479 -0.6 0.3 0.0
O 0.316 3.589 5.231 0.3 -0.4 -0.2
H -3.059 -0.154 -5.196 0.0 0.0 0.0
S 0.639 2.641 6.497 0.4 0.1 0.0
O -2.296 0.216 -3.323 -0.2 -0.1 0.6
S -2.679 -1.045 -2.397 -0.7 0.3 -0.7
H -4.695 -6.760 -3.895 0.0 0.0 0.0
O 0.576 -4.327 3.399 -0.1 0.7 -0.2
C -1.174 0.471 1.862 0.0 2.0 0.0
C -4.589 -0.087 -3.665 -0.3 0.5 0.2
H 1.015 2.271 -1.656 -0.2 -0.2 0.0
H 5.602 3.637 -3.232 0.0 -0.1 0.0
H -5.031 -4.104 -2.400 0.0 0.0 0.0
H 2.833 2.715 4.516 0.0 0.0 0.0
H 3.566 4.026 5.471 -0.1 -0.1 0.2
C -5.149 -6.146 -3.113 0.4 -0.2 -0.4
O 0.150 3.268 7.667 -0.1 -0.3 0.0
O 0.268 -3.259 1.249 -0.4 -0.2 0.4
H -5.353 -0.341 -4.396 0.1 -0.3 0.1
O -1.696 -3.749 2.644 -0.1 0.5 0.0
C 6.851 3.173 -1.523 -0.2 0.0 0.5
O -0.096 -1.965 3.314 -0.3 0.0 0.0
O -5.697 -4.230 -4.337 -0.2 -0.4 -0.1
H 6.779 3.206 -0.433 -0.1 0.0 0.0
P -0.863 2.105 1.179 -3.5 -2.5 -0.5
C -1.741 0.454 3.173 1.0 -0.2 -0.1
O -1.902 -2.159 -2.801 0.0 0.0 0.4
O -7.205 -5.716 -5.587 -0.1 0.2 0.0
S 7.606 5.477 -2.063 0.0 -0.3 0.1
O -4.186 -1.251 -2.931 0.8 -0.1 0.0
H 6.934 2.138 -1.848 0.2 0.1 -0.1
H -4.993 0.637 -2.954 0.0 0.0 -0.1
C 1.374 -4.966 2.393 0.0 -0.5 -0.4
O 8.003 3.919 -1.916 -0.3 0.3 -0.4
C 1.487 4.362 4.921 0.2 0.5 0.3
N 1.101 1.563 -0.918 0.0 0.8 0.4
O 2.603 -0.127 -0.814 0.4 -2.6 0.4
O 1.633 2.821 0.907 0.7 0.8 1.7
H -2.821 0.594 3.376 0.7 1.5 0.0
H 1.467 5.264 5.536 0.0 0.0 0.0
O -2.740 -0.598 -1.046 0.4 -0.1 0.1
C 1.536 -3.926 1.304 0.6 0.1 0.2
H -3.780 -4.525 -3.595 -0.1 0.1 -0.2
H 1.497 4.642 3.869 -0.2 -0.1 0.0
H 0.828 -5.840 2.031 0.0 0.0 0.0
H 1.781 -4.365 0.340 -0.3 0.1 -0.1
O -6.570 -6.220 -3.260 -0.1 0.6 0.0
C -3.318 0.425 -4.307 -0.2 -0.2 -0.6
```
Forces are in eV/Å.

Total energy   -140147.32658 eV
Net charge   +1



No. 3
C7H10N2O2 | ωB97M-V/def2-TZVPD

```
21
Properties=species:S:1:pos:R:3:forces:R:3
C -1.314 -2.067 0.146 -2.2 -1.5 2.2
H 0.134 1.677 0.048 2.5 -1.3 -1.5
C 0.778 0.758 -0.356 -3.3 0.4 2.5
N -0.481 -0.235 -0.282 4.1 0.4 1.4
H -1.407 -2.998 0.720 -0.1 0.0 -0.9
O 4.294 0.223 0.032 -1.7 -2.0 -1.4
C -2.277 1.456 -0.164 0.8 4.6 -0.8
H 2.252 1.506 1.067 0.5 -2.6 -0.5
C -2.477 -1.165 -0.194 0.4 -4.6 2.0
N -0.143 -1.482 0.226 -2.1 1.0 -2.6
H -1.919 1.784 0.905 -0.8 -0.7 -1.9
H 1.648 -0.419 1.224 0.5 1.9 0.4
H -1.547 2.335 -0.898 -2.2 -3.1 2.0
H 1.953 -1.694 -0.273 3.1 0.7 -2.3
O 2.954 -1.372 -0.738 -5.4 -6.3 -0.6
H -3.524 -1.163 0.100 0.3 -0.8 -0.4
C -1.837 -0.064 -0.326 2.1 7.8 -1.0
C 3.182 -0.329 -0.155 4.0 9.5 5.1
C 2.062 0.455 0.608 -3.5 -1.1 -1.2
H 1.066 0.709 -1.385 0.0 0.7 -0.6
H -3.397 2.085 -0.303 3.0 -3.0 0.3
```
Forces are in eV/Å.

Total energy   -14490.79604 eV
Net charge   0
Energy relative to the best compared isomer or geometry (same formula, charge and spin)   604.1 kJ/mol



No. 4
C4H8O | ωB97M-V/def2-TZVPD

```
13
Properties=species:S:1:pos:R:3:forces:R:3
H 0.652 -1.856 0.997 -0.4 -1.4 0.7
H -2.604 0.224 -0.740 1.3 2.3 -1.7
H 2.258 -1.129 1.220 0.0 -0.7 -0.3
C 0.927 -0.194 -0.058 -1.0 0.4 0.6
C -1.066 1.365 -0.421 1.2 0.7 3.7
H 1.526 0.503 -0.585 0.7 0.4 -0.8
H -1.517 1.999 0.456 0.9 -0.9 -1.3
H -0.873 -0.586 0.829 -0.3 0.5 -0.2
O -2.138 1.009 -1.243 -1.1 -2.5 0.7
H -0.225 2.003 -0.839 -1.5 -0.7 -0.4
C 1.488 -1.449 0.498 1.2 1.5 -0.6
H 1.895 -2.038 -0.337 0.0 -0.2 0.7
C -0.323 0.149 0.222 -1.0 0.5 -1.1
```
Forces are in eV/Å.

Total energy   -6323.54522 eV
Net charge   0
SMILES string   C/C=C/CO
Energy relative to the best compared isomer or geometry (same formula, charge and spin)   156.6 kJ/mol